Here is a structure of composition C33H88CuN8O11 in a non-equilibrium geometry from OMol25. Energies are from ωB97M-V/def2-TZVPD.

The calculation puts the electronic energy at -114726.524 eV. The calculation puts the highest occupied orbital energy (spin up / spin down) at -8.35 / -8.07 eV. The calculation puts the HOMO-LUMO gap (spin up / spin down) at 8.31 / 6.82 eV. As for the multiplicity: 2. As for the expectation value of S²: 0.75.

The geometry in XYZ format:
```
141
Properties=species:S:1:pos:R:3:mulliken_spin:R:1
Cu 1.45 -0.11 2.27 0.64
O -3.73 2.41 -3.00 0.00
O 2.39 3.62 -2.66 0.00
O -0.39 -0.80 -0.93 0.04
O 1.53 -0.73 0.09 0.08
O 2.12 -6.54 -0.51 0.00
O 0.23 1.42 3.77 0.00
O 2.33 -2.18 2.66 0.00
O -3.79 -4.37 -2.72 0.00
O 0.07 0.60 0.72 0.21
O 5.16 3.40 1.82 0.00
O -4.24 5.03 0.65 0.00
N -2.79 1.62 0.36 0.00
N 2.86 -0.10 -2.66 0.00
N 0.89 -3.36 -1.86 0.00
N -0.46 -1.27 2.82 0.02
N 3.39 1.03 1.63 0.02
N 2.50 -0.02 4.34 0.01
N -1.07 -0.04 -3.84 0.00
N -2.84 -2.00 0.04 0.00
C -3.21 -3.19 -2.16 0.00
C 4.25 1.52 -3.79 0.00
C 3.60 -2.49 2.16 0.00
C 2.00 2.25 -2.69 0.00
C 6.25 4.21 1.55 0.00
C -5.52 5.54 0.37 0.00
C 2.18 3.16 1.87 0.00
C 1.28 -3.14 2.43 -0.01
C 2.48 0.74 6.65 0.00
C -1.64 1.29 -3.80 0.00
C 3.21 1.32 -2.62 0.00
C 0.68 -4.59 -1.17 0.00
C 0.41 -0.27 -0.16 0.01
C -5.15 2.27 -3.10 0.00
C -3.32 -3.26 -0.59 0.00
C -2.88 3.02 0.71 0.00
C -0.03 -2.68 3.07 0.00
C -3.09 1.16 -3.27 0.00
C -0.16 -5.51 -2.03 0.00
C -4.13 3.71 0.18 0.00
C 0.88 1.72 4.99 0.00
C -0.94 2.19 3.44 0.00
C -3.50 -4.57 -4.10 0.00
C 4.45 3.14 0.64 0.00
C -1.15 -3.67 2.92 0.00
C 1.62 0.44 5.40 0.00
C 2.06 -5.19 -0.95 0.00
C -1.64 3.83 0.31 -0.01
C 3.19 2.37 1.05 -0.02
C -1.59 1.83 -5.23 0.00
C 1.25 4.44 -2.65 0.00
C 1.71 -6.79 0.85 0.00
C -4.77 -3.46 -0.18 0.00
H 0.10 1.92 5.73 0.00
H 4.59 2.56 -3.73 0.00
H -0.94 -4.57 3.50 0.00
H 0.89 -0.34 5.62 0.00
H 4.06 -3.28 2.76 0.00
H -5.09 -4.50 -0.36 0.00
H -5.41 -2.92 -0.88 0.00
H -0.72 -1.24 1.84 0.00
H 0.65 4.27 -1.75 0.00
H 3.88 1.34 -4.80 0.00
H 0.14 -4.51 -0.21 0.00
H -4.00 -3.80 -4.69 0.00
H -0.71 3.32 0.55 0.00
H -2.02 1.09 -5.91 0.00
H -1.19 -5.16 -2.18 0.00
H 2.98 -0.18 6.93 0.00
H -0.30 -0.11 -4.48 0.00
H -5.70 3.21 -3.03 0.00
H -2.16 -3.03 -2.41 0.00
H -0.72 3.26 3.39 0.00
H -2.16 2.76 -5.30 0.00
H 5.11 0.87 -3.63 0.00
H 0.04 -2.84 -2.06 0.00
H -2.88 -4.17 -0.19 0.00
H 3.30 1.44 6.45 0.00
H -3.37 -1.29 -0.44 0.00
H -5.58 1.69 -2.28 0.00
H -4.14 3.61 -0.91 0.00
H 1.52 -4.05 3.00 0.00
H -0.76 -0.31 -2.91 0.00
H 1.26 2.02 -1.92 0.00
H -3.76 -2.34 -2.55 0.00
H 1.40 -2.68 -1.30 0.00
H 1.78 1.11 7.40 0.00
H 2.27 -0.26 -1.84 0.00
H 4.16 1.12 2.29 0.00
H -2.94 3.02 1.80 0.00
H -5.52 6.26 -0.46 0.00
H -1.65 3.88 -0.78 0.00
H 0.28 -2.74 4.12 0.00
H 3.22 0.69 4.30 0.00
H 3.54 -2.94 1.16 0.00
H 4.28 -1.64 2.19 0.00
H 2.67 -5.21 -1.85 0.00
H 2.12 -0.16 -3.35 0.00
H -0.18 -6.47 -1.52 0.00
H -1.06 1.84 -3.05 0.00
H -0.56 2.08 -5.49 0.00
H 6.74 4.34 2.52 0.00
H 0.82 -6.21 1.07 0.00
H -2.94 1.54 -0.64 0.00
H -2.00 -3.20 3.42 0.00
H 2.00 4.14 1.41 0.00
H 1.58 5.47 -2.75 0.00
H 1.59 2.55 4.95 0.00
H 4.16 4.03 0.07 0.00
H -6.30 4.84 0.07 0.00
H 3.06 -0.77 4.72 0.00
H -2.47 -4.66 -4.45 0.00
H 2.65 2.27 0.11 0.00
H -3.25 0.51 -2.40 0.00
H 0.59 4.25 -3.50 0.00
H -1.88 1.19 0.50 0.00
H 3.81 0.47 0.90 0.00
H -1.24 1.85 2.45 0.00
H 1.21 2.67 1.92 -0.01
H -1.90 -1.74 -0.25 0.00
H -3.62 0.71 -4.12 0.00
H 0.19 -5.65 -3.06 0.00
H 2.59 -6.65 1.48 0.00
H -5.38 1.81 -4.06 0.00
H -1.64 4.79 0.82 0.00
H -5.83 6.08 1.26 0.00
H 1.36 1.96 -3.54 0.00
H 1.48 -7.86 0.80 0.00
H 6.03 5.21 1.16 0.00
H -1.74 1.97 4.16 0.00
H -4.09 -5.44 -4.38 0.00
H 2.63 -4.61 -0.21 0.00
H 2.55 3.33 2.88 0.00
H -5.12 -3.17 0.81 0.00
H 6.95 3.80 0.82 0.00
H 1.27 -3.40 1.37 0.00
H 4.93 2.52 -0.13 0.00
H -1.38 -1.12 3.21 0.00
H -1.30 -3.92 1.87 0.00
H 3.72 1.50 -1.68 0.00
H -4.95 3.06 0.52 0.00
```